ORCA calculation (wB97M-V/def2-TZVPD) on an isolated molecule of H3OP in a non-equilibrium geometry.

```
5
Properties=species:S:1:pos:R:3:forces:R:3
O 0.165446 0.752012 0.918484 0.75 -1.41 -0.91
P 0.171573 -0.731463 -0.092670 0.77 3.58 0.55
H -0.326708 0.612461 1.725361 -0.08 -0.18 0.30
H -1.150748 -0.907715 0.242094 -1.14 -0.47 -0.60
H 0.043130 0.232061 -1.231561 -0.29 -1.51 0.65
```
Forces are in eV/Å.

Properties
SMILES: OP
Energy (eV): -11383.88822
Molar mass (g mol⁻¹): 50.00
HOMO-LUMO gap (eV): 9.96
Lowest unoccupied orbital energy (eV): 0.459
ΔE to the lowest compared entry with this formula, charge and spin (kcal/mol): 9.0
Net charge: 0
HOMO (Eh): -0.349
Spin multiplicity: 1

Let us look at the Mulliken charges, expressed in e, one per atom: -0.546, 0.123, 0.307, 0.041, 0.075

=====

ORCA calculation (wB97M-V/def2-TZVPD) on a structure of composition C16H19F6NOPtSe3 in a non-equilibrium geometry.

```
47
Properties=species:S:1:pos:R:3:forces:R:3
Pt 0.093116 -0.064018 1.046387 0.02 -0.29 -0.20
C 4.393693 2.589141 0.405072 -0.14 -0.27 -0.13
Se 3.229061 1.222363 -0.378429 0.16 0.37 0.00
C 1.861131 2.491415 -0.975082 -0.08 0.02 0.10
C 1.330392 3.318424 0.182390 -0.17 -0.04 -0.05
Se -0.349947 4.244024 -0.256943 0.16 0.35 0.06
C 0.079103 5.876937 0.775802 -0.11 -0.40 -0.19
H 4.629815 3.344454 -0.343103 0.08 0.04 0.04
H 5.297944 2.082123 0.734744 0.06 0.07 0.00
H 3.896579 3.037671 1.262146 0.04 -0.02 0.02
H 1.073225 1.872359 -1.402677 -0.09 -0.07 0.04
H 2.296108 3.117420 -1.756598 -0.07 0.00 -0.01
H 2.018808 4.119924 0.456283 0.03 -0.11 0.03
H 1.113495 2.682595 1.042448 0.08 -0.02 0.08
H 0.484473 5.559889 1.734886 -0.03 0.06 0.02
H -0.853474 6.414098 0.942506 0.02 0.02 -0.01
H 0.789163 6.519806 0.255403 -0.01 -0.06 -0.01
Se 0.334979 0.771489 3.206282 0.28 -0.33 0.08
C -3.370045 0.786499 -0.185775 0.21 -0.05 -0.09
C -2.263615 0.452638 -1.203928 0.47 -0.11 -0.10
O -1.022506 0.871407 -0.846991 -0.28 -0.44 -0.02
C -2.632352 1.086035 -2.578860 -0.04 0.00 -0.20
F -3.765958 0.568511 -3.140466 0.04 0.08 0.05
F -2.863118 2.409775 -2.483458 0.10 0.03 0.17
F -1.667495 0.935712 -3.504320 -0.07 0.03 0.11
C -2.278822 -1.096486 -1.414898 -0.12 -0.04 0.02
F -1.427536 -1.504005 -2.378240 0.00 0.02 0.01
F -1.943139 -1.744556 -0.297629 -0.06 0.02 -0.02
F -3.501593 -1.590442 -1.763573 0.00 -0.02 -0.04
H -3.420868 1.866523 -0.077983 0.02 0.07 0.02
H -3.061132 0.359759 0.768692 -0.02 0.01 0.01
H -4.341393 0.390463 -0.484152 -0.05 0.02 0.02
C 1.417758 -1.720423 1.047321 -0.53 1.99 0.17
C 0.755600 -2.998048 0.938804 -0.29 -0.78 -0.05
C 0.466535 -3.586051 -0.312554 0.14 0.29 0.18
C -0.016546 -4.865614 -0.414618 -0.08 -0.50 0.09
C -0.242246 -5.648482 0.731598 0.19 1.07 0.06
C -0.038905 -5.048053 1.987397 -0.11 -0.42 -0.18
C 0.433279 -3.764103 2.082226 0.10 0.37 -0.08
C -0.667791 -6.988535 0.616332 -0.24 -0.69 -0.05
N -0.999606 -8.090569 0.514846 0.03 0.10 0.02
H 1.998489 -1.449396 0.163685 0.14 -0.27 0.04
H 1.988037 -1.588845 1.966891 0.10 -0.19 -0.04
H 0.637980 -3.007225 -1.212176 0.02 0.03 0.02
H -0.213164 -5.305052 -1.385587 0.02 0.05 -0.03
H -0.250497 -5.623759 2.881085 0.01 0.03 0.02
H 0.573002 -3.307771 3.054808 0.03 0.02 0.00
```
Forces are in eV/Å.

Properties
Energy (eV): -236029.00599
Molar mass (g mol⁻¹): 787.28
HOMO-LUMO gap (eV): 4.39
Lowest unoccupied orbital energy (eV): 4.225
ΔE to the lowest compared entry with this formula, charge and spin (kcal/mol): 23.0
Net charge: -2
HOMO (Eh): -0.006
Spin multiplicity: 1

Let us look at the Mulliken charges, expressed in e, one per atom: 1.349, -0.989, 0.088, -0.370, -0.551, 0.144, -1.010, 0.275, 0.318, 0.284, -0.112, 0.464, 0.494, 0.040, 0.305, 0.291, 0.271, -1.086, -1.813, 0.838, -1.108, 0.553, -0.302, -0.265, -0.256, 0.625, -0.305, -0.248, -0.322, 0.355, 0.364, 0.400, -1.281, 0.417, 0.014, -0.799, 0.456, -0.634, -0.474, 0.162, -0.643, 0.280, 0.244, 0.325, 0.388, 0.403, 0.422

=====

ORCA calculation (wB97M-V/def2-TZVPD) on the ion C4H10NO with charge +1 in a non-equilibrium geometry.

```
16
Properties=species:S:1:pos:R:3:forces:R:3
C 1.996669 0.535533 0.099713 -2.39 1.41 -1.79
C 0.710865 -0.134318 -0.387813 0.69 0.08 0.60
O 0.580608 -1.438298 0.227886 -1.20 0.66 -0.70
C -0.589927 0.555052 -0.141562 -0.79 2.83 -0.04
C -1.833390 -0.103582 -0.606495 0.44 -0.01 -0.37
N -1.483590 -0.012074 0.823007 -0.22 -2.98 1.47
H 1.862991 1.260770 0.854378 -0.24 0.62 1.11
H 2.428534 1.037730 -0.747050 0.68 0.02 -0.18
H 2.505719 -0.272146 0.434500 2.50 -1.90 1.06
H 0.689057 -0.025890 -1.472892 0.54 -1.37 -0.41
H 1.347516 -2.019581 0.247424 0.26 0.45 -0.44
H -0.667207 1.687419 -0.072949 0.67 -1.55 -0.40
H -2.689449 0.420872 -1.005679 0.01 0.23 0.43
H -1.668614 -1.087536 -0.993429 -0.15 -0.48 -0.06
H -2.024726 0.502845 1.468406 -0.70 1.15 0.52
H -1.165062 -0.906796 1.272551 -0.09 0.83 -0.79
```
Forces are in eV/Å.

Properties
SMILES: C[C@@H](O)[C@H]1C[NH2+]1
Energy (eV): -7839.45959
Molar mass (g mol⁻¹): 88.13
HOMO-LUMO gap (eV): 11.98
Lowest unoccupied orbital energy (eV): -3.221
ΔE to the lowest compared entry with this formula, charge and spin (kcal/mol): 42.8
Net charge: +1
HOMO (Eh): -0.559
Spin multiplicity: 1

Let us look at the Mulliken charges, expressed in e, one per atom: -1.289, 0.311, -0.602, -0.038, -0.495, -0.198, 0.397, 0.372, 0.352, 0.227, 0.346, 0.420, 0.344, 0.267, 0.286, 0.301

=====

ORCA calculation (wB97M-V/def2-TZVPD) on an isolated molecule of C2H2OS2 in a non-equilibrium geometry.

```
7
Properties=species:S:1:pos:R:3:forces:R:3
O 0.109698 1.691122 -0.024549 -0.11 -0.51 0.04
C 0.132172 0.488839 0.014694 -0.31 1.31 0.14
S 1.537638 -0.529478 -0.085190 0.80 -0.95 0.01
C -1.022783 -0.450736 0.137510 -0.86 -0.12 -0.71
S -2.579780 -0.138773 -0.103316 0.58 0.12 0.27
H 2.470685 0.402855 -0.152252 0.23 0.56 -0.08
H -0.647631 -1.463832 0.213101 -0.33 -0.41 0.33
```
Forces are in eV/Å.

Properties
SMILES: O=C(S)C=S
Energy (eV): -25823.08295
Molar mass (g mol⁻¹): 106.17
HOMO-LUMO gap (eV): 7.75
Lowest unoccupied orbital energy (eV): -1.672
ΔE to the lowest compared entry with this formula, charge and spin (kcal/mol): 15.2
Net charge: 0
HOMO (Eh): -0.346
Spin multiplicity: 1

Let us look at the Mulliken charges, expressed in e, one per atom: -0.473, 0.776, -0.233, -0.379, -0.141, 0.168, 0.283

=====

ORCA calculation (wB97M-V/def2-TZVPD) on an isolated molecule of C4H8O2.

```
14
Properties=species:S:1:pos:R:3:forces:R:3
C 1.944094 -0.093494 0.440172 0.26 -0.15 -0.01
O 0.789798 0.696050 0.585444 -0.06 0.03 0.11
C -0.200388 0.434099 -0.370255 -0.12 0.01 -0.16
C -0.811867 -0.979060 -0.381171 0.23 -0.26 -0.10
O -2.050306 -0.496303 0.151675 -0.19 -0.09 0.03
C -1.576857 0.858643 0.145278 -0.01 0.37 0.00
H 1.748623 -1.138967 0.716998 0.08 0.13 -0.07
H 2.334201 -0.070073 -0.588497 -0.05 0.05 0.12
H 2.696858 0.311480 1.120407 -0.09 -0.07 -0.13
H 0.097018 0.819016 -1.357899 -0.02 -0.07 0.19
H -0.327323 -1.707884 0.280171 -0.11 0.12 -0.06
H -0.939334 -1.421800 -1.377480 0.01 0.06 0.15
H -1.531761 1.289777 1.151600 -0.03 -0.05 -0.15
H -2.172752 1.498521 -0.516442 0.10 -0.10 0.08
```
Forces are in eV/Å.

Properties
SMILES: COC1COC1
Energy (eV): -8370.78446
Molar mass (g mol⁻¹): 88.11
HOMO-LUMO gap (eV): 10.83
Lowest unoccupied orbital energy (eV): 1.032
ΔE to the lowest compared entry with this formula, charge and spin (kcal/mol): 57.6
Net charge: 0
HOMO (Eh): -0.360
Spin multiplicity: 1

Let us look at the Mulliken charges, expressed in e, one per atom: -0.698, -0.380, 0.170, -0.382, -0.404, -0.473, 0.268, 0.319, 0.235, 0.364, 0.280, 0.218, 0.254, 0.227

=====

ORCA calculation (wB97M-V/def2-TZVPD) on a cluster of 12 separate species, C5H36NO11 in total in a non-equilibrium geometry.

```
53
Properties=species:S:1:pos:R:3:forces:R:3
C 2.101022 2.026939 0.542646 -1.66 -1.28 1.73
C 0.730784 2.055788 -0.181011 1.74 -1.65 -0.07
C -0.340482 2.852008 0.390288 -2.13 2.24 0.15
C -1.642413 2.693403 -0.578740 -0.06 0.67 0.58
C -1.310612 2.128115 -2.028505 -2.30 1.78 0.11
N 0.265046 0.593094 -0.117544 -0.46 0.33 2.29
H 2.075844 2.246310 1.679356 -0.21 -0.32 -1.82
H 2.347233 0.961303 0.405815 1.10 0.75 0.32
H 2.804569 2.642929 0.079120 1.15 0.94 -0.68
H 0.897354 2.286159 -1.268161 -0.15 -0.35 1.39
H 0.062526 3.891668 0.565086 -0.66 -0.69 -0.76
H -0.691762 2.601424 1.422620 0.58 -0.43 -0.74
H -2.154882 3.737015 -0.774052 0.84 -2.18 0.79
H -2.305274 2.009051 0.074470 0.43 1.13 -1.58
H -1.166329 1.097324 -2.237012 1.22 -1.01 0.77
H -0.565608 2.800774 -2.486744 -0.49 -0.54 -0.09
H -2.266763 2.153000 -2.618861 0.62 0.92 0.39
H 0.418711 0.100671 -0.953225 -0.29 -0.65 -2.09
H 0.861441 0.008484 0.564644 -1.33 0.86 -0.22
H -0.756951 0.498454 0.165320 1.58 -0.19 -0.68
H 3.236003 -2.465250 4.078918 0.41 0.22 0.18
H 2.135000 -3.202437 3.428909 -0.65 -1.76 -2.55
O 2.310723 -2.680505 4.163808 0.66 1.13 2.18
H -0.109691 -0.880175 4.713607 -0.13 -2.66 -2.17
H 0.645389 -2.214670 4.410770 0.04 0.01 -0.06
O -0.071909 -1.682175 4.023967 -0.51 3.12 3.05
H -0.193940 5.284874 2.812925 -0.47 -2.91 1.22
H -0.340964 3.601929 3.218858 0.32 1.19 -0.75
O -0.456023 4.536656 3.462763 0.16 1.77 -0.39
H -3.958539 -2.161421 -3.361747 -0.71 -2.29 -1.46
H -4.294637 -1.174140 -2.342012 0.08 0.33 0.29
O -3.601625 -1.413448 -2.964091 0.43 1.95 1.03
H -1.820997 -1.699626 2.384827 0.41 0.14 -2.51
H -0.678910 -1.524501 1.321125 -1.32 -0.20 0.29
O -1.677746 -1.611332 1.373989 0.54 -0.03 2.19
H 0.858358 -1.047651 2.778968 -0.01 -0.93 -2.01
H 1.370943 -1.913760 1.559416 3.31 -5.59 -1.03
O 0.957938 -1.171015 1.763359 -2.57 6.44 2.47
H 1.985282 -4.552747 1.224718 1.48 -4.69 -0.32
H 0.945413 -3.606289 0.561519 1.66 -0.40 0.88
O 1.717992 -3.707089 1.253840 -2.82 4.88 -0.55
H -1.865817 -1.346594 -2.423727 -2.19 -0.11 -0.49
H -0.470307 -1.351396 -2.584667 2.09 -0.08 -1.57
O -1.095949 -1.216226 -1.906331 0.05 0.41 2.15
H 1.567748 0.570253 -3.529332 0.29 1.49 1.29
H 1.449780 2.097173 -3.532386 -0.15 0.63 -0.49
O 1.728352 1.401448 -2.946594 -0.06 -2.36 -0.99
H -0.242677 -3.123455 -1.552080 0.37 0.23 -0.27
H -0.995627 -3.276264 -0.250428 1.65 -0.12 -0.51
O -0.078371 -3.421402 -0.650588 -2.18 -0.23 1.21
H 0.005527 -1.320792 -4.848536 -2.19 -0.04 -3.39
H 1.188306 -1.817227 -4.208989 4.67 -3.51 -0.76
O 0.487520 -1.294655 -4.080290 -2.22 3.64 4.03
```
Forces are in eV/Å.

Properties
Energy (eV): -29776.65200
Molar mass (g mol⁻¹): 286.34
HOMO-LUMO gap (spin up / spin down) (eV): 2.11 / 10.48
Lowest unoccupied orbital energy (spin up / spin down) (eV): -0.189 / -0.244
ΔE to the lowest compared entry with this formula, charge and spin (kcal/mol): 36.0
Net charge: 0
HOMO (spin up / spin down) (Eh): -0.084 / -0.394
Spin multiplicity: 2

Let us look at the Mulliken charges, expressed in e, one per atom: -1.322, 0.939, -0.622, -0.505, -1.000, -0.174, 0.230, 0.350, 0.467, -0.180, 0.325, 0.021, 0.330, 0.339, 0.105, 0.195, 0.456, 0.331, 0.109, 0.340, 0.320, 0.292, -0.670, 0.354, 0.360, -0.752, 0.334, 0.354, -0.654, 0.255, 0.321, -0.635, 0.304, 0.376, -0.733, 0.249, 0.311, -0.466, 0.328, 0.334, -0.829, 0.383, 0.431, -1.098, 0.197, 0.321, -0.723, 0.294, 0.303, -0.672, 0.096, 0.252, -0.272

=====

ORCA calculation (wB97M-V/def2-TZVPD) on a cluster of 2 separate species, C3H5Cl in total in a non-equilibrium geometry.

```
9
Properties=species:S:1:pos:R:3:forces:R:3
C 0.182882 -0.237852 0.068166 2.18 -5.08 0.33
C 1.294612 0.460329 0.165522 -1.68 1.35 -0.67
C -1.206023 0.060507 -0.028622 -1.76 -0.30 0.93
Cl 2.869070 -0.136477 0.010882 0.57 -0.08 0.17
H 0.318302 -2.109720 -0.010025 0.04 4.00 0.15
H 1.124855 1.582284 0.128314 0.68 -1.31 0.29
H -1.864944 -0.638173 0.694317 1.37 2.24 -1.50
H -1.233983 1.169729 0.018850 -0.90 -0.45 0.68
H -1.484772 -0.150629 -1.047405 -0.50 -0.36 -0.39
```
Forces are in eV/Å.

Properties
Energy (eV): -15710.15657
Molar mass (g mol⁻¹): 76.53
HOMO-LUMO gap (eV): 9.68
Lowest unoccupied orbital energy (eV): 0.202
ΔE to the lowest compared entry with this formula, charge and spin (kcal/mol): 85.1
Net charge: 0
HOMO (Eh): -0.348
Spin multiplicity: 1

Let us look at the Mulliken charges, expressed in e, one per atom: -0.030, -0.212, -0.813, -0.158, 0.118, 0.268, 0.260, 0.298, 0.269

=====

ORCA calculation (wB97M-V/def2-TZVPD) on a structure of composition C20H17I2NO5ReSbSe4.

```
51
Properties=species:S:1:pos:R:3:forces:R:3
Re -0.262570 -0.494638 0.310345 -0.11 -0.62 0.70
I -4.385835 -1.948699 3.118034 -0.06 -0.06 -0.01
C -3.152618 -0.313363 3.314222 -0.08 -0.05 0.15
C -3.366712 0.626014 4.351483 0.10 0.02 -0.07
C -2.579210 1.741356 4.487173 -0.02 -0.09 -0.06
I -2.970953 3.057625 6.032582 0.00 0.07 0.07
C -1.517756 1.981800 3.558318 0.00 0.07 0.08
C -0.670711 3.102856 3.540372 -0.03 0.01 0.01
C 0.288992 3.231329 2.559207 0.02 -0.01 -0.02
C 0.417274 2.246083 1.587812 -0.03 0.00 0.05
N -0.357100 1.160866 1.578526 -0.03 0.08 0.03
C -1.312743 1.022437 2.557618 0.21 0.07 -0.14
C -2.108570 -0.124580 2.443240 0.07 -0.15 -0.38
O -1.818054 -0.932415 1.400680 -0.07 0.24 0.06
H -4.177114 0.454388 5.046040 -0.01 -0.02 -0.01
H -0.783569 3.868403 4.297551 0.00 0.00 0.00
H 0.947736 4.086928 2.531734 0.00 0.00 0.00
H 1.170600 2.314335 0.815020 0.00 0.01 -0.01
Se 3.810742 -3.032614 -1.132575 -0.08 0.20 0.12
Sb 3.395818 -1.092228 0.063825 0.28 -0.11 -0.09
Se 1.172244 -1.705811 1.589806 -0.01 0.10 0.07
Se 1.203732 0.064486 -1.468362 0.25 0.42 -0.28
Se 4.235284 0.868738 0.990391 -0.15 -0.18 -0.08
C -3.840082 1.711555 -1.395831 -0.03 -0.01 0.02
C -3.209323 1.166160 -2.673127 0.00 0.00 -0.04
C -1.756960 1.010941 -2.290486 -0.01 -0.11 0.04
O -1.789714 0.594898 -0.878550 -0.19 0.23 0.06
C -3.091828 0.988872 -0.289896 0.02 0.06 -0.11
H -4.906382 1.503505 -1.341422 -0.01 0.04 0.01
H -3.699795 2.789724 -1.324377 0.03 0.00 0.01
H -3.323689 1.840527 -3.519230 -0.02 -0.02 -0.01
H -3.639059 0.200531 -2.941371 0.01 -0.01 0.01
H -1.199378 1.945981 -2.353767 -0.01 0.01 0.03
H -1.243502 0.237402 -2.855348 -0.01 0.01 -0.02
H -2.885025 1.625366 0.566878 0.00 0.00 0.02
H -3.581688 0.074776 0.037611 0.00 -0.04 -0.05
O -2.495687 -3.958215 -1.572341 0.09 0.05 -0.08
C -1.802274 -4.015067 -2.713430 -0.10 -0.03 0.06
C -2.205899 -4.988565 -3.628035 0.05 0.00 -0.04
C -1.550997 -5.120513 -4.827895 -0.01 -0.03 -0.04
C -0.468686 -4.291481 -5.173690 -0.02 -0.02 0.03
C -0.062232 -3.330915 -4.296380 0.00 0.01 0.01
C -0.717924 -3.163191 -3.046972 0.01 0.03 -0.02
C -0.273091 -2.134991 -2.166931 0.11 -0.19 0.09
O 0.710117 -1.372523 -2.561002 -0.09 -0.08 -0.08
O -0.813664 -1.963753 -1.008803 -0.07 0.05 -0.19
H -2.131280 -3.275067 -0.993643 0.00 0.03 0.08
H -3.035158 -5.627612 -3.359184 0.00 0.00 0.00
H -1.877793 -5.884004 -5.522098 0.01 0.00 0.00
H 0.033430 -4.416741 -6.121659 0.00 -0.01 0.00
H 0.768857 -2.684795 -4.540365 -0.01 0.01 0.01
```
Forces are in eV/Å.

Properties
Energy (eV): -318983.62395
Molar mass (g mol⁻¹): 1228.97
HOMO-LUMO gap (eV): 4.80
Lowest unoccupied orbital energy (eV): -8.883
ΔE to the lowest compared entry with this formula, charge and spin (kcal/mol): 1.9
Net charge: +2
HOMO (Eh): -0.503
Spin multiplicity: 1

Let us look at the Mulliken charges, expressed in e, one per atom: 0.717, 0.174, -0.243, -0.291, -0.281, 0.218, 0.290, -0.439, -1.210, 0.034, -0.020, 0.319, 0.506, -0.214, 0.401, 0.301, 0.443, 0.559, -0.276, 0.890, -0.202, -0.224, -0.295, -0.678, -0.783, -0.408, 0.348, -0.249, 0.391, 0.305, 0.393, 0.310, 0.299, 0.279, 0.218, 0.280, -0.628, 0.654, -0.735, -0.332, -0.808, -0.676, 0.246, 1.824, -0.561, -1.051, 0.347, 0.493, 0.420, 0.458, 0.486